(1)
Here is a cluster of 2 separate species, C5H13NO in total in a non-equilibrium geometry from the OMol25 dataset. Energies are from ωB97M-V with the def2-TZVPD basis set.

Strongest force on any atom (eV/A): 2.87
Total charge: +1
HOMO (alpha / beta) (eV): -14.14 / -14.14
Multiplicity: 2
HOMO-LUMO gap (alpha / beta) (eV): 10.48 / 6.98
M (g/mol): 103.165
Calculated total energy (a.u.): -327.9797

Element x y z (Å)
C (-1.95, -0.49, 0.80)
C (-0.75, -0.40, 1.78)
C (0.61, -0.02, 1.23)
C (0.41, 1.10, 0.26)
C (0.21, 1.02, -1.10)
N (0.60, 2.31, 0.78)
H (-1.94, 0.11, -0.13)
H (-2.91, -0.38, 1.38)
H (-2.02, -1.54, 0.45)
H (-1.15, 0.26, 2.61)
H (-0.69, -1.31, 2.38)
H (1.27, 0.32, 2.04)
H (1.06, -0.91, 0.75)
H (0.01, 0.10, -1.63)
H (0.29, 1.76, -1.88)
H (1.06, 2.52, 1.65)
H (0.28, 3.12, 0.27)
H (1.47, -3.01, -4.33)
H (2.23, -1.85, -3.81)
O (1.89, -2.71, -3.51)


(2)
Here is a cluster of 2 separate species, C5H13NO2 in total in a non-equilibrium geometry from the OMol25 dataset. Energies are from ωB97M-V with the def2-TZVPD basis set.

Strongest force on any atom (eV/A): 1.74
Total charge: -1
HOMO (alpha / beta) (eV): 0.24 / -3.18
Multiplicity: 2
HOMO-LUMO gap (alpha / beta) (eV): 3.65 / 7.00
M (g/mol): 119.164
Calculated total energy (a.u.): -403.4842

Element x y z (Å)
O (1.41, -1.02, -2.01)
C (0.30, -0.52, -1.64)
C (0.25, 0.30, -0.36)
C (-1.18, 0.42, 0.20)
C (-1.43, -0.21, 1.55)
C (-2.71, -1.02, 1.71)
N (0.83, 1.67, -0.55)
H (-0.64, -0.58, -2.23)
H (0.92, -0.13, 0.40)
H (-1.87, 0.10, -0.60)
H (-1.49, 1.48, 0.19)
H (-0.57, -0.76, 1.94)
H (-1.43, 0.62, 2.27)
H (-2.59, -1.78, 2.49)
H (-3.54, -0.35, 1.91)
H (-2.89, -1.67, 0.85)
H (1.83, 1.58, -0.72)
H (0.36, 2.22, -1.26)
H (5.01, -0.12, -0.60)
H (4.54, -0.46, -2.06)
O (4.88, 0.23, -1.49)


(3)
Here is a cluster of 2 separate species, C5H13NO2 in total in a non-equilibrium geometry from the OMol25 dataset. Energies are from ωB97M-V with the def2-TZVPD basis set.

Strongest force on any atom (eV/A): 2.57
Total charge: -1
HOMO (alpha / beta) (eV): 1.23 / -5.96
Multiplicity: 2
HOMO-LUMO gap (alpha / beta) (eV): 2.11 / 9.42
M (g/mol): 119.164
Calculated total energy (a.u.): -403.4780

Element x y z (Å)
C (0.52, 3.01, -1.09)
C (-0.47, 1.86, -1.13)
C (-0.96, 1.50, 0.27)
C (-0.24, 0.28, 0.77)
N (-0.53, -0.99, 0.25)
C (-1.85, -1.20, -0.37)
O (0.70, 0.41, 1.54)
H (1.13, 3.16, -1.98)
H (1.29, 2.99, -0.31)
H (0.04, 3.97, -0.89)
H (-1.22, 1.90, -1.90)
H (0.03, 1.06, -1.73)
H (-2.03, 1.42, 0.28)
H (-0.65, 2.34, 0.89)
H (-0.37, -1.67, 1.00)
H (-2.27, -2.13, 0.01)
H (-1.75, -1.36, -1.47)
H (-2.50, -0.33, -0.30)
H (3.67, -6.10, 1.63)
H (3.61, -4.95, 2.71)
O (3.87, -5.18, 1.81)


(4)
Here is a cluster of 2 separate species, C5H13NO2 in total in a non-equilibrium geometry from the OMol25 dataset. Energies are from ωB97M-V with the def2-TZVPD basis set.

Strongest force on any atom (eV/A): 1.40
SMILES string: CC(=O)NC(C)C.O
HOMO (eV): -9.85
HOMO-LUMO gap (eV): 10.47
M (g/mol): 119.164
Calculated total energy (a.u.): -403.5561

Element x y z (Å)
C (-0.46, -0.57, 2.43)
C (-0.55, 0.29, 1.20)
O (-1.47, 1.05, 0.99)
N (0.57, 0.33, 0.38)
C (0.46, 0.98, -0.96)
C (-0.72, 0.54, -1.79)
C (1.80, 0.85, -1.64)
H (-1.03, -0.09, 3.23)
H (-0.91, -1.54, 2.26)
H (0.57, -0.64, 2.78)
H (1.35, -0.28, 0.48)
H (0.25, 1.99, -0.71)
H (-0.58, -0.41, -2.32)
H (-1.66, 0.42, -1.27)
H (-0.89, 1.26, -2.60)
H (2.57, 1.35, -1.06)
H (1.81, 1.36, -2.60)
H (2.05, -0.20, -1.78)
O (-0.07, -2.70, -0.13)
H (0.84, -2.51, 0.17)
H (-0.31, -1.79, -0.35)


(5)
Here is a cluster of 3 separate species, C5H13NO2 in total in a non-equilibrium geometry from the OMol25 dataset. Energies are from ωB97M-V with the def2-TZVPD basis set.

Strongest force on any atom (eV/A): 2.23
SMILES string: C=C/C=C/NC.O.O
HOMO (eV): -8.00
HOMO-LUMO gap (eV): 8.63
M (g/mol): 119.164
Calculated total energy (a.u.): -403.4761

Element x y z (Å)
C (-2.68, 0.19, 1.34)
C (-1.41, -0.15, 1.61)
C (-0.29, 0.58, 1.02)
C (0.90, -0.01, 0.99)
N (1.99, 0.57, 0.32)
C (3.35, 0.15, 0.68)
H (-3.50, -0.37, 1.77)
H (-2.80, 1.08, 0.72)
H (-1.27, -0.95, 2.32)
H (-0.55, 1.58, 0.68)
H (1.07, -1.02, 1.35)
H (1.94, 1.55, 0.16)
H (3.56, 0.24, 1.77)
H (3.49, -0.93, 0.68)
H (3.96, 0.82, 0.07)
O (-2.93, -0.96, -1.92)
H (-3.49, -0.34, -1.42)
H (-2.06, -0.59, -1.73)
O (0.98, -0.22, -2.78)
H (1.41, -0.46, -1.97)
H (0.84, 0.73, -2.71)


(6)
Here is a cluster of 2 separate species, C5H13NO2 in total in a non-equilibrium geometry from the OMol25 dataset. Energies are from ωB97M-V with the def2-TZVPD basis set.

Strongest force on any atom (eV/A): 1.41
SMILES string: C=C(N)CCCO.O
HOMO (eV): -8.39
HOMO-LUMO gap (eV): 8.85
M (g/mol): 119.164
Calculated total energy (a.u.): -403.4977

Element x y z (Å)
C (-1.46, 1.52, -0.90)
C (-0.43, 1.07, -0.19)
N (0.85, 1.58, -0.39)
C (-0.51, -0.17, 0.66)
C (0.04, -1.43, -0.02)
C (-0.90, -2.07, -1.02)
O (-2.28, -2.01, -0.64)
H (-2.44, 1.06, -1.00)
H (-1.32, 2.36, -1.58)
H (1.64, 1.07, -0.06)
H (0.90, 2.40, -0.95)
H (-0.05, 0.01, 1.63)
H (-1.53, -0.26, 1.05)
H (1.02, -1.24, -0.42)
H (0.17, -2.15, 0.79)
H (-0.85, -3.15, -1.14)
H (-0.77, -1.61, -1.99)
H (-2.54, -1.13, -0.32)
O (3.84, 1.46, 2.36)
H (3.48, 1.87, 1.56)
H (3.15, 0.81, 2.55)